Record 1
Density functional theory data (ωB97M-V/def2-TZVPD) for a 2-piece molecular cluster, C2H11OP4 overall in a non-equilibrium geometry.

```
18
Properties=species:S:1:pos:R:3
C -0.37252 0.93410 -2.17479
C 1.45354 0.45130 -0.74630
O 0.79264 1.41394 -1.36085
P 0.97296 -0.77592 2.83643
P -1.49115 -1.81960 0.09432
P -1.62541 1.18557 1.60604
P -0.25391 -0.32165 1.03081
H -0.75618 1.64397 -2.86538
H -1.13604 0.62547 -1.50358
H 0.11260 -0.01685 -2.56091
H 2.26426 0.64407 -0.06935
H 1.39092 -0.55482 -1.13690
H 1.87379 -1.53042 2.10339
H 1.74191 0.31781 2.56828
H -0.23482 -2.49405 -0.55988
H -1.27902 -2.68212 1.22971
H -2.39177 0.81985 0.60716
H -1.06179 2.15934 0.90179
```

Properties
**Relative energy (zero: lowest compared OMol25 entry of this formula, charge and spin)**: 1.4884 eV
**HOMO energy**: -0.4622 Eh
**Total energy**: -41444.48486 eV
**Net charge**: +1

Record 2
Density functional theory data (ωB97M-V/def2-TZVPD) for an isolated ion of composition C4H7N2 and charge +1 in a non-equilibrium geometry.

```
13
Properties=species:S:1:pos:R:3
C 2.29135 0.14825 -0.09840
N 1.06451 0.45320 -0.14733
C 0.16598 -0.64169 -0.17302
C -1.04944 -0.28506 0.67592
N -1.31849 0.91716 -0.10944
C -1.22868 -0.40982 -0.77184
H 3.14217 0.78940 0.09710
H 2.46182 -1.00837 -0.16712
H 0.53881 -1.77480 -0.18906
H -1.61272 -0.78035 1.56787
H -0.42067 1.63238 -0.24589
H -2.19437 1.28477 0.15550
H -1.95354 -0.64074 -1.59318
```

Properties
**Relative energy (zero: lowest compared OMol25 entry of this formula, charge and spin)**: 5.1126 eV
**HOMO energy**: -0.5487 Eh
**Total energy**: -7230.62568 eV
**Net charge**: +1

Record 3
Density functional theory data (ωB97M-V/def2-TZVPD) for a 2-piece molecular cluster, C4H9F2NO2 overall in a non-equilibrium geometry.

```
18
Properties=species:S:1:pos:R:3
C -1.95277 -0.12999 -0.62630
C -0.74055 -0.11249 -0.12167
O 0.08595 0.93175 0.20364
C -0.49305 2.18093 0.59165
O 0.05635 -1.18861 0.15178
C -0.47107 -2.47827 -0.00768
H -2.60731 0.72197 -0.58882
H -2.46619 -1.03508 -0.87281
H 0.18245 2.94235 0.03867
H -0.36389 2.01935 1.73277
H -1.47285 2.29490 0.13367
H -1.25878 -2.97591 0.72902
H 0.43754 -3.06073 -0.17037
H -1.02480 -2.32478 -0.93984
F 3.32401 1.53848 -0.79720
N 3.09099 0.24013 -0.33379
F 3.65317 0.29029 0.95488
H 2.02082 0.14572 -0.07759
```

Properties
**Relative energy (zero: lowest compared OMol25 entry of this formula, charge and spin)**: 4.8398 eV
**HOMO energy**: -0.3408 Eh
**Total energy**: -15307.62565 eV

Record 4
Density functional theory data (ωB97M-V/def2-TZVPD) for C8H23N2SbSr as an isolated structure in a non-equilibrium geometry.

```
35
Properties=species:S:1:pos:R:3
Sr 1.12369 -1.22211 -0.38399
N 0.77552 1.49540 -1.21819
C 0.21277 2.37161 -0.16564
C 0.94436 2.15903 1.17601
C 0.04116 1.80806 2.37237
C -0.50628 0.38033 2.34662
N 0.61334 -0.58190 2.22862
H 1.80702 1.52985 -1.19225
H 0.46285 1.81614 -2.12713
H -0.84680 2.12176 -0.05721
H 0.25464 3.42610 -0.44899
H 1.49358 3.06740 1.42623
H 1.67395 1.36412 1.03526
H -0.80444 2.49902 2.42992
H 0.63151 1.93316 3.28684
H -1.16367 0.25278 1.49029
H -1.12097 0.21684 3.23646
H 0.29364 -1.52997 2.41825
H 1.33074 -0.37480 2.91199
C -3.30579 -1.40456 -2.11571
Sb -1.49206 -0.57764 -1.17010
C -0.00545 -1.55257 -2.47210
C -1.08385 -2.47999 0.04833
H -3.33028 -2.49156 -2.22814
H -3.39626 -0.93709 -3.09293
H -4.16101 -1.09241 -1.51406
H -0.41632 -1.74847 -3.45661
H 0.24550 -2.52306 -2.00013
H 0.89200 -0.92387 -2.60359
H -1.43512 -3.31674 -0.56278
H -1.63805 -2.52464 0.98472
H -0.03034 -2.69724 0.27071
C 3.54437 0.54565 -0.41879
H 4.42027 0.22777 -1.00968
H 3.97579 0.76362 0.57540
```

Properties
**Relative energy (zero: lowest compared OMol25 entry of this formula, charge and spin)**: 2.5125 eV
**HOMO energy (spin up / spin down)**: -0.2359 / -0.1480 Eh
**Total energy**: -19015.14069 eV